# 1
DFT (ωB97M-V with the def2-TZVPD basis set) results for a 2-piece molecular cluster, C5H16N3 overall.

Values from the calculation:
net charge: +1
ΔE to the lowest compared entry with this formula, charge and spin: 1.634 eV
F_max: 0.7 eV Å⁻¹
E_HOMO: -12.1722 eV
total energy: -9908.082 eV
gap between HOMO and LUMO: 8.87 eV
molecular weight: 118.2 g/mol
LUMO: -3.300 eV

Last column: natural (NBO) charge in e.
Positions of all 24 atoms, in Å:
C -0.30514 1.82185 -1.20018  -0.240
N 0.07781 2.25611 -2.53496  -0.817
C 0.97615 1.57370 -0.41151  -0.224
N 0.63714 1.12128 0.98129  -0.705
H -0.93483 0.92531 -1.17746  0.181
H -0.86854 2.62424 -0.71929  0.202
H 0.34519 1.45923 -3.10181  0.366
H -0.72160 2.67805 -2.99623  0.383
H 1.54149 2.50046 -0.34536  0.239
H 1.58746 0.79924 -0.87018  0.219
H 1.44537 1.06691 1.59838  0.437
H -0.03702 1.75748 1.40486  0.432
H 0.19605 0.16377 0.95122  0.464
C -2.01190 -1.54207 0.37682  -0.630
C -0.51243 -1.66716 0.29558  -0.362
C 0.24023 -2.16645 1.28865  0.018
N 1.59236 -2.48214 1.21177  -0.789
H -2.37284 -1.96186 1.31422  0.227
H -2.33957 -0.49993 0.33444  0.197
H -2.48777 -2.07182 -0.44650  0.237
H -0.01718 -1.44392 -0.64878  0.194
H -0.23510 -2.46861 2.21532  0.209
H 2.12531 -2.35651 2.05988  0.388
H 2.07939 -2.08719 0.41981  0.371

Cartesian forces (eV/Å) of the 2 atoms listed first:
0.1763 -0.0770 -0.0603
-0.3003 -0.1174 0.0839

---

# 2
DFT (ωB97M-V with the def2-TZVPD basis set) results for an isolated ion of composition C5H12NO and charge -1 at a distorted geometry.

Values from the calculation:
net charge: -1
ΔE to the lowest compared entry with this formula, charge and spin: 1.982 eV
F_max: 3.8 eV Å⁻¹
E_HOMO: -2.4480 eV
total energy: -8915.081 eV
structure (SMILES): CCC[C@@H](N)C[O-]
gap between HOMO and LUMO: 6.45 eV
molecular weight: 102.2 g/mol
LUMO: 4.002 eV

Last column: natural (NBO) charge in e.
Positions of all 19 atoms, in Å:
C -0.82452 2.13872 -0.48077  0.004
O -1.86775 1.79285 -1.21816  -0.923
C 0.20037 0.77051 -0.40229  -0.103
C -0.63751 -0.49758 -0.17678  -0.431
C -0.46037 -1.31282 1.06034  -0.391
C 0.92840 -1.98538 1.12694  -0.649
N 1.09296 0.64500 -1.58786  -0.884
H -1.02846 2.68373 0.46638  0.081
H 0.05037 2.82350 -0.86201  0.027
H 0.70030 0.83896 0.59311  0.140
H -0.75501 -1.25606 -1.07345  0.174
H -1.64952 -0.02910 -0.06742  0.245
H -1.40609 -1.94647 1.23094  0.191
H -0.48846 -0.45568 1.84278  0.178
H 1.50031 -1.32332 1.79629  0.212
H 1.49309 -2.02753 0.19991  0.212
H 0.74674 -3.08741 1.30691  0.196
H 0.45097 1.05039 -2.32313  0.376
H 1.95417 1.17766 -1.43172  0.344

Cartesian forces (eV/Å) of the 2 atoms listed first:
2.0914 -1.6228 -1.3523
0.1481 1.0830 -0.0624

---

# 3
DFT (ωB97M-V with the def2-TZVPD basis set) results for C17H14BrClO2Pt as an isolated structure at a distorted geometry.

Values from the calculation:
spin multiplicity: 5
net charge: 0
ΔE to the lowest compared entry with this formula, charge and spin: 0.000 eV
F_max: 3.3 eV Å⁻¹
expectation value of S²: 6.035
E_HOMO (alpha / beta): -7.5991 / -7.8055 eV
total energy: -107756.827 eV
gap between HOMO and LUMO (alpha / beta): 7.92 / 4.98 eV
molecular weight: 560.7 g/mol
LUMO (alpha / beta): 0.326 / -2.829 eV

Last column: Mulliken spin population.
Positions of all 36 atoms, in Å:
C 0.95010 2.67435 -2.55583  0.036
C 0.71150 3.58396 -1.44150  0.326
C -0.54174 3.28667 -0.87875  0.221
H 1.35087 4.40637 -1.16218  0.017
C -1.15639 2.24274 -1.61270  0.258
C -0.29246 1.87592 -2.69586  0.280
H -0.59872 1.35128 -3.59880  0.003
H 1.67094 2.75970 -3.36369  -0.006
H -1.01591 3.86353 -0.08479  0.016
H -2.16845 1.87378 -1.49320  0.009
Pt 1.27808 0.93423 -1.33204  1.510
Cl 2.46575 2.16086 0.26089  0.205
C -0.36341 1.17267 3.29059  0.228
C -1.65436 1.24885 2.66738  0.341
C -1.84018 2.59390 2.21784  -0.064
H -2.31500 0.40975 2.45840  0.018
C -0.68647 3.34746 2.58719  0.377
C 0.20492 2.48473 3.29742  0.061
H 1.16815 2.76314 3.72273  0.004
H 0.12878 0.26485 3.62878  0.000
H -2.74603 2.98419 1.74934  0.008
H -0.51204 4.39781 2.32770  0.020
Br -1.45498 -2.47966 1.41511  0.003
C -0.34841 -3.53795 0.32304  0.006
C -0.31675 -4.93326 0.47093  -0.001
C 0.48777 -5.71321 -0.38194  0.002
C 1.22433 -5.12180 -1.42041  -0.001
C 1.16631 -3.73087 -1.58409  -0.002
C 0.43104 -2.93698 -0.68743  -0.015
C 0.49199 -1.44454 -0.81343  -0.018
O 0.38913 -0.91341 -2.00746  0.105
O 0.76799 -0.70687 0.19228  0.054
H -0.93398 -5.41045 1.23341  0.000
H 0.50708 -6.79654 -0.24797  0.000
H 1.82756 -5.73617 -2.10558  0.000
H 1.72300 -3.21903 -2.37539  0.000

Cartesian forces (eV/Å) of the 2 atoms listed first:
-1.5948 -0.0980 -0.3436
0.3780 -0.1295 -1.3926